No. 1
# C19H25ClN4OS2Te4Ti

A structure of composition C19H25ClN4OS2Te4Ti (ωB97M-V/def2-TZVPD, OMol25).

Geometry as XYZ:
```
57
Properties=species:S:1:pos:R:3:lowdin_spin:R:1
Ti 0.323 0.070 -0.717 0.004
C 5.648 -2.331 1.750 0.000
C 5.121 -0.942 1.415 0.000
N 3.797 -0.713 1.969 0.000
C 2.656 -0.684 1.191 0.002
S 2.750 -0.061 -0.437 0.007
N 1.570 -1.114 1.736 0.000
N 0.439 -0.966 0.958 -0.002
C -0.699 -1.511 1.489 0.000
C -0.762 -2.189 2.821 0.000
C -1.759 -1.449 0.608 0.001
C -3.109 -1.786 0.915 0.000
C -4.063 -1.690 -0.043 -0.001
C -3.696 -1.246 -1.349 0.000
C -2.409 -0.888 -1.589 0.001
N -1.422 -0.950 -0.646 0.003
H 6.639 -2.484 1.320 0.000
H 5.727 -2.469 2.831 0.000
H 4.978 -3.097 1.356 0.000
H 5.811 -0.176 1.783 0.000
H 5.062 -0.821 0.334 0.000
H 3.611 -1.187 2.842 0.000
H 0.202 -2.126 3.316 0.000
H -1.505 -1.711 3.467 0.000
H -1.035 -3.243 2.717 0.000
H -3.347 -2.105 1.921 0.000
H -5.094 -1.936 0.178 0.000
H -4.424 -1.190 -2.146 0.000
H -2.098 -0.542 -2.567 0.000
Te 1.246 -3.380 -1.597 0.307
Te 1.775 -5.369 -3.194 0.651
Te 0.716 -2.153 -5.805 0.012
Te 1.302 -1.250 -3.386 0.014
C -0.809 3.421 -3.940 0.000
S 0.039 1.887 -3.566 0.000
C 1.662 2.586 -3.227 0.000
O -0.545 1.497 -2.217 0.001
H -0.228 3.966 -4.683 0.000
H -0.906 3.993 -3.019 0.000
H -1.788 3.168 -4.341 0.000
H 1.586 3.618 -2.889 0.000
H 2.261 2.503 -4.133 0.000
H 2.113 1.969 -2.450 0.000
Cl -0.040 1.168 3.527 0.000
C -1.374 1.456 2.436 0.000
C -2.653 1.316 2.955 0.000
C -3.758 1.574 2.164 0.000
C -3.559 2.005 0.856 0.000
C -2.280 2.145 0.357 0.000
C -1.129 1.854 1.115 0.000
C 0.205 1.874 0.501 0.000
H -2.768 0.999 3.984 0.000
H -4.756 1.447 2.563 0.000
H -4.409 2.215 0.218 0.000
H -2.140 2.449 -0.673 0.000
H 1.008 1.890 1.235 0.000
H 0.319 2.691 -0.214 0.000
```

Summary:
Energy relative to the best compared isomer or geometry (same formula, charge and spin) (kJ/mol): 0.0
Net charge: -1
2S+1: 2
Kohn-Sham gap (alpha / beta) (eV): 5.130 / 4.468

No. 2
# C19H25N2O2

The ion C19H25N2O2 with charge +1 at a distorted geometry (ωB97M-V/def2-TZVPD, OMol25).

Geometry as XYZ:
```
48
Properties=species:S:1:pos:R:3:mulliken_charge:R:1
C 4.463 -0.196 0.886 -1.026
C 3.513 0.935 0.558 -0.409
N 2.154 0.825 1.129 0.672
C 2.040 1.265 2.547 -0.600
C 1.645 2.723 2.655 -1.138
C 1.380 -0.218 0.658 -0.603
O 1.879 -1.282 0.269 -0.639
C -0.099 0.034 0.373 -0.011
C -0.192 -0.070 -1.143 -0.073
O 0.684 0.908 -1.671 -0.413
C 1.715 0.388 -2.515 -0.871
C -1.587 0.184 -1.724 -0.075
C -2.404 -0.911 -2.020 -0.153
C -3.657 -0.708 -2.595 -0.780
C -4.076 0.587 -2.925 -0.496
C -3.220 1.674 -2.696 -0.650
C -1.978 1.479 -2.084 -0.368
N -0.914 -0.995 1.052 0.616
C -0.714 -2.290 0.659 -0.123
C -1.695 -3.244 0.826 -0.804
C -2.873 -2.909 1.484 -0.224
C -3.003 -1.620 2.009 -0.744
C -2.014 -0.677 1.789 0.138
H 5.392 -0.058 0.321 0.417
H 4.713 -0.216 1.953 0.277
H 4.014 -1.150 0.597 0.239
H 3.911 1.890 0.917 0.398
H 3.380 1.002 -0.531 0.105
H 1.314 0.618 3.062 0.341
H 3.026 1.104 3.005 0.469
H 1.805 3.073 3.678 0.418
H 2.242 3.342 1.978 0.277
H 0.587 2.849 2.407 0.262
H -0.404 1.041 0.705 0.531
H 0.095 -1.111 -1.420 0.624
H 2.380 1.228 -2.722 0.306
H 2.286 -0.413 -2.024 0.364
H 1.278 -0.001 -3.444 0.314
H -2.039 -1.911 -1.784 0.474
H -4.293 -1.570 -2.804 0.414
H -5.046 0.744 -3.401 0.399
H -3.506 2.680 -3.007 0.400
H -1.295 2.313 -1.901 0.467
H 0.243 -2.506 0.197 0.502
H -1.509 -4.233 0.406 0.456
H -3.683 -3.632 1.572 0.448
H -3.886 -1.317 2.571 0.425
H -2.058 0.352 2.153 0.446
```

Summary:
Energy relative to the best compared isomer or geometry (same formula, charge and spin) (kJ/mol): 152.3
SMILES: CCN(CC)C(=O)[C@@H]([C@H](OC)c1ccccc1)[n+]1ccccc1
Net charge: +1
Kohn-Sham gap (eV): 7.755

No. 3
# C19H25N2O4Re

A structure of composition C19H25N2O4Re at a distorted geometry (ωB97M-V/def2-TZVPD, OMol25).

Geometry as XYZ:
```
51
Properties=species:S:1:pos:R:3:lowdin_spin:R:1
Re -0.121 -0.714 0.427 1.082
C 2.377 0.474 2.519 -0.001
O 2.050 0.031 1.208 0.001
C 2.758 0.674 0.156 0.004
C 2.020 1.929 -0.233 0.002
O 0.674 1.520 -0.461 0.031
C -0.302 2.546 -0.317 0.003
C -1.610 1.857 -0.014 0.001
O -1.458 1.005 1.135 0.016
C -1.599 1.670 2.392 0.002
H 3.456 0.417 2.670 0.000
H 1.879 -0.202 3.209 0.000
H 2.038 1.498 2.700 0.000
H 2.770 -0.034 -0.674 0.001
H 3.783 0.904 0.453 0.001
H 2.448 2.384 -1.129 0.000
H 2.042 2.663 0.580 0.000
H -0.388 3.142 -1.230 0.000
H -0.013 3.211 0.503 0.000
H -1.890 1.204 -0.841 -0.001
H -2.412 2.579 0.153 0.000
H -2.566 2.171 2.432 0.000
H -0.799 2.397 2.548 0.000
H -1.546 0.907 3.164 0.001
N -6.327 -4.181 0.363 0.000
C -5.746 -3.483 -0.644 0.001
O -6.247 -3.341 -1.737 0.001
C -4.417 -2.835 -0.336 0.007
C -3.945 -2.573 0.941 0.000
C -2.720 -1.954 1.097 0.030
N -1.952 -1.591 0.057 0.022
C -2.413 -1.844 -1.183 0.007
C -3.628 -2.451 -1.411 -0.002
H -7.178 -4.672 0.141 0.000
H -5.807 -4.490 1.165 0.000
H -4.519 -2.811 1.826 0.000
H -2.321 -1.744 2.081 0.012
H -1.761 -1.551 -1.993 -0.002
H -3.979 -2.631 -2.418 0.000
C 0.753 -2.235 0.023 -0.153
C 1.344 -3.527 -0.145 -0.019
C 1.076 -4.515 0.817 -0.017
C 1.612 -5.782 0.689 0.002
C 2.433 -6.082 -0.392 -0.017
C 2.708 -5.113 -1.348 0.002
C 2.166 -3.846 -1.231 -0.018
H 0.447 -4.252 1.658 0.000
H 1.397 -6.537 1.433 0.000
H 2.862 -7.071 -0.486 -0.001
H 3.345 -5.351 -2.190 0.000
H 2.367 -3.089 -1.979 -0.001
```

Summary:
Energy relative to the best compared isomer or geometry (same formula, charge and spin) (kJ/mol): 12.6
Net charge: +1
2S+1: 2
Kohn-Sham gap (alpha / beta) (eV): 6.959 / 6.351

No. 4
# C19H25N3O3

An isolated molecule of C19H25N3O3 at a distorted geometry (ωB97M-V/def2-TZVPD, OMol25).

Geometry as XYZ:
```
50
Properties=species:S:1:pos:R:3:mulliken_charge:R:1
C -2.226 -2.298 1.893 -0.572
O -3.408 -2.544 1.159 -0.472
C -3.859 -1.586 0.311 0.432
C -5.066 -1.868 -0.334 -0.521
C -5.614 -0.953 -1.207 -0.530
C -4.980 0.255 -1.446 -0.824
C -3.778 0.541 -0.817 0.190
C -3.082 1.850 -1.089 -0.882
N -2.421 2.374 0.087 -0.204
C -1.103 2.646 0.117 0.592
O -0.393 2.607 -0.866 -0.688
C -0.570 3.026 1.498 -0.817
C 0.887 2.575 1.594 -0.450
C 0.968 1.138 1.236 0.256
N 0.057 0.236 1.399 -0.092
N 0.546 -0.914 0.880 -0.405
C 1.729 -0.657 0.426 -0.463
C 2.616 -1.635 -0.250 0.804
C 3.969 -1.778 0.460 -1.126
C 4.861 -0.556 0.264 -0.425
C 5.060 -0.273 -1.222 -0.727
C 3.713 -0.046 -1.900 -0.392
C 2.817 -1.268 -1.729 -1.203
O 2.060 0.636 0.629 -0.247
C -3.215 -0.379 0.060 0.261
H -2.068 -3.191 2.495 0.274
H -1.362 -2.135 1.245 0.243
H -2.342 -1.433 2.553 0.292
H -5.549 -2.810 -0.131 0.443
H -6.547 -1.178 -1.702 0.361
H -5.416 0.972 -2.126 0.372
H -2.299 1.718 -1.844 0.326
H -3.803 2.584 -1.468 0.340
H -2.950 2.357 0.944 0.299
H -1.161 2.538 2.273 0.442
H -0.637 4.108 1.623 0.348
H 1.502 3.131 0.884 0.252
H 1.278 2.735 2.601 0.336
H 2.080 -2.588 -0.193 0.409
H 3.804 -1.959 1.525 0.362
H 4.472 -2.656 0.048 0.411
H 4.407 0.316 0.738 0.198
H 5.825 -0.733 0.745 0.384
H 5.695 0.606 -1.350 0.344
H 5.565 -1.122 -1.690 0.330
H 3.858 0.148 -2.965 0.380
H 3.230 0.832 -1.468 0.169
H 3.276 -2.124 -2.228 0.413
H 1.845 -1.090 -2.193 0.429
H -2.270 -0.152 0.530 0.346
```

Summary:
Energy relative to the best compared isomer or geometry (same formula, charge and spin) (kJ/mol): 242.7
SMILES: COc1cccc(CNC(=O)CCc2nnc(C3CCCCC3)o2)c1
Net charge: 0
Kohn-Sham gap (eV): 8.972